No. 1
The following is a quantum chemistry calculation of one molecule with the formula CHN3O in a non-equilibrium geometry, from OMol25.

Last column: natural (NBO) charge in e.
Positions of all 6 atoms, in Å:
C (0.53, -0.48, -0.02)  0.08
H (1.35, -1.12, -0.12)  0.21
N (-0.55, -0.56, 0.86)  -0.21
N (-1.23, 0.42, 0.52)  0.14
N (0.55, 0.57, -0.79)  -0.09
O (-0.65, 1.17, -0.45)  -0.14

Properties
Electronic energy   -7567.8112 eV
Multiplicity   1
Frontier orbital gap   12.30 eV
LUMO   0.16 eV
Total charge   0
HOMO   -12.14 eV
Structure (SMILES)   c1nnon1
ΔE to the lowest compared entry with this formula, charge and spin   91.37 kcal per mole



No. 2
The following is a quantum chemistry calculation of one molecule with the formula CHN3O in a non-equilibrium geometry, from OMol25.

Last column: natural (NBO) charge in e.
Positions of all 6 atoms, in Å:
O (1.49, 0.90, -0.33)  -0.28
N (-0.18, -1.17, -0.72)  -0.57
C (-0.49, -0.28, 0.06)  0.62
N (-0.51, 0.75, 0.75)  -0.50
N (0.76, 1.41, 0.46)  0.31
H (-1.07, -1.61, -0.22)  0.41

Properties
Electronic energy   -7565.8092 eV
Multiplicity   1
Frontier orbital gap   10.14 eV
LUMO   -0.42 eV
Total charge   0
HOMO   -10.55 eV
Structure (SMILES)   N=C=NN=O
ΔE to the lowest compared entry with this formula, charge and spin   137.54 kcal per mole



No. 3
The following is a quantum chemistry calculation of a 2-piece molecular cluster, CHN3O overall in a non-equilibrium geometry, from OMol25.

Last column: natural (NBO) charge in e.
Positions of all 6 atoms, in Å:
C (-1.22, 0.03, -0.41)  0.53
N (-2.06, -0.24, -1.14)  -0.43
N (1.43, -3.21, -0.69)  0.04
N (0.62, -2.57, -0.31)  -0.04
O (-0.35, 0.42, 0.37)  -0.62
H (0.34, -0.26, 0.28)  0.52

Properties
Electronic energy   -7570.5751 eV
Multiplicity   1
Frontier orbital gap   11.52 eV
LUMO   0.40 eV
Total charge   0
HOMO   -11.12 eV
Structure (SMILES)   N#CO.N#N
ΔE to the lowest compared entry with this formula, charge and spin   27.63 kcal per mole



No. 4
The following is a quantum chemistry calculation of one molecule with the formula CHN3O3 in a non-equilibrium geometry, from OMol25.

Last column: natural (NBO) charge in e.
Positions of all 8 atoms, in Å:
C (-0.72, 1.22, 0.23)  0.40
N (-1.28, 2.19, 0.26)  -0.29
N (0.21, 0.05, 0.11)  -0.05
N (-0.28, -1.20, 0.25)  0.64
O (-1.54, -1.18, 0.34)  -0.41
O (0.47, -2.08, 0.25)  -0.30
O (1.53, 0.24, -0.26)  -0.49
H (1.60, 0.75, -1.18)  0.50

Properties
Electronic energy   -11658.5878 eV
Multiplicity   1
Frontier orbital gap   11.11 eV
LUMO   -0.17 eV
Total charge   0
HOMO   -11.28 eV
Structure (SMILES)   N#CN(O)[N+](=O)[O-]
ΔE to the lowest compared entry with this formula, charge and spin   74.85 kcal per mole